Record 1
# C14H18BF9GeN4O3PdS2SeTe

A molecular structure, C14H18BF9GeN4O3PdS2SeTe (wB97M-V/def2-TZVPD, OMol25).

Atoms and positions in Å:
Pd -2.07 -1.02 -0.37
O -0.87 -2.23 3.21
S -1.44 -1.17 2.44
O -2.71 -1.46 1.77
N -0.46 -0.65 1.22
C -0.05 0.61 1.43
S 0.95 1.48 0.43
C -0.62 1.22 2.67
C -0.45 2.50 3.15
C -1.13 2.86 4.30
C -1.96 1.96 4.96
C -2.14 0.67 4.48
C -1.46 0.34 3.33
H 0.19 3.20 2.63
H -1.02 3.87 4.69
H -2.49 2.28 5.86
H -2.79 -0.04 4.98
F -3.00 -1.36 -4.91
Te -3.42 -0.72 -3.22
F -4.12 -0.72 -1.40
F -3.61 -2.58 -2.90
F -5.21 -0.67 -3.64
F -3.35 0.94 -4.03
O -1.77 -0.60 -2.47
N -1.60 -3.20 -0.67
C -2.40 -3.99 -0.98
N -3.15 -5.00 -1.32
C -4.42 -4.87 -1.54
N -5.57 -4.89 -1.75
F -2.44 1.06 0.12
B -2.73 2.28 -0.72
F -1.59 2.50 -1.48
F -3.82 1.95 -1.51
F -2.98 3.29 0.17
C 3.55 -0.73 1.38
Ge 4.26 -0.09 -0.33
C 6.03 -0.85 -0.64
C 4.35 1.85 -0.51
C 3.12 -0.83 -1.78
Se 1.21 -0.50 -1.64
C 1.03 0.95 -2.91
H 3.67 0.04 2.15
H 4.09 -1.62 1.69
H 2.49 -0.97 1.31
H 6.73 -0.48 0.11
H 6.41 -0.56 -1.62
H 6.01 -1.94 -0.58
H 4.57 2.31 0.45
H 3.43 2.28 -0.89
H 5.16 2.11 -1.20
H 3.21 -1.92 -1.78
H 3.44 -0.46 -2.75
H 1.84 1.65 -2.76
H 0.07 1.41 -2.71
H 1.05 0.52 -3.91

Gap between HOMO and LUMO (alpha / beta): 7.5021 / 5.1098 eV
Total energy: -206353.2311 eV
E_HOMO (alpha / beta): -8.6 / -9.8 eV
LUMO energy (alpha / beta): -0.040 / -0.171 Eh
Spin multiplicity: 5



Record 2
# C12H16N2O4S

A molecular structure, C12H16N2O4S (wB97M-V/def2-TZVPD, OMol25).

Atoms and positions in Å:
C -2.73 1.24 -0.61
C -2.03 -0.05 -1.22
C -2.66 2.45 -1.36
C -0.25 -1.80 -0.92
C -0.30 -2.87 0.01
C 0.99 -1.12 -1.30
C 1.70 -0.45 -0.06
C 1.93 0.94 0.18
C 2.27 -1.28 0.83
C 2.31 1.45 1.39
C 2.79 -0.85 2.10
C 2.68 0.47 2.30
H -1.04 0.93 1.03
H -2.74 2.10 1.64
H -3.80 0.97 -0.43
H -2.75 2.07 -2.45
H -3.62 3.28 -1.27
H -0.81 3.20 -2.78
H -1.73 -1.09 0.54
H -0.66 -2.41 -1.73
H 0.85 -0.20 -1.93
H 1.68 -1.90 -1.72
H 1.31 1.48 -0.45
H 2.32 -2.39 0.48
H 2.29 2.41 1.65
H 3.15 -1.70 2.68
H 3.82 0.64 3.90
H 1.08 -3.44 -1.40
N -2.40 1.15 0.83
N -1.33 -0.87 -0.45
O -1.94 -0.43 -2.41
O -0.92 -3.07 1.00
O 2.96 1.14 3.61
O 0.44 -3.87 -0.56
S -1.10 3.45 -1.35

Gap between HOMO and LUMO: 9.5591 eV
Total energy: -34701.9871 eV
E_HOMO: -9.3 eV
LUMO energy: 0.008 Eh



Record 3
# C3H2ClO3

A gas-phase ion, C3H2ClO3 (charge -1) (wB97M-V/def2-TZVPD, OMol25).

Atoms and positions in Å:
C -1.05 -0.98 0.00
C 1.58 0.44 0.23
C -0.79 0.54 0.22
O -1.82 -1.54 0.77
O -0.35 -1.37 -0.94
O 0.42 1.14 0.00
Cl -2.00 1.59 -0.40
H 2.56 0.83 0.01
H 1.44 -0.65 0.11

Gap between HOMO and LUMO (alpha / beta): 7.0409 / 7.6101 eV
Total energy: -21806.5095 eV
Net charge: -1
E_HOMO (alpha / beta): -3.3 / -4.0 eV
LUMO energy (alpha / beta): 0.136 / 0.134 Eh



Record 4
# C2H6N2

A single C2H6N2 molecule (wB97M-V/def2-TZVPD, OMol25).

Atoms and positions in Å:
C -0.12 -0.09 0.70
C 0.28 -0.58 -0.51
N -0.80 -0.91 -1.58
N 0.68 0.80 1.55
H -1.03 -0.46 1.05
H 1.29 -0.77 -0.89
H -1.37 -0.03 -1.38
H -0.25 -0.66 -2.42
H 0.23 1.04 2.46
H 1.07 1.67 1.03

Gap between HOMO and LUMO: 8.7680 eV
Total energy: -5149.4759 eV
E_HOMO: -7.7 eV
LUMO energy: 0.041 Eh



Record 5
# C4H6O2Pr

A molecular structure, C4H6O2Pr (wB97M-V/def2-TZVPD, OMol25).

Atoms and positions in Å:
O 2.51 -0.53 -0.99
C 2.22 -0.44 0.30
H 1.77 -1.07 -1.44
H 2.06 0.63 0.58
C 0.04 -0.87 -0.04
C -0.66 -0.06 0.79
C -1.59 1.01 0.26
O -1.94 0.85 -1.07
Pr -1.34 -0.92 -2.20
H -0.47 0.00 1.88
H 1.00 -1.62 0.55
H -1.11 2.00 0.45
H -2.49 1.02 0.92

Gap between HOMO and LUMO (alpha / beta): 5.5888 / 5.1773 eV
Total energy: -22399.9835 eV
E_HOMO (alpha / beta): -6.3 / -6.3 eV
LUMO energy (alpha / beta): -0.025 / -0.041 Eh
Spin multiplicity: 4



Record 6
# C12H39NO8

7 unconnected molecules or ions with the total composition C12H39NO8 (wB97M-V/def2-TZVPD, OMol25).

Atoms and positions in Å:
C 1.64 -3.64 0.94
O 2.72 -2.91 0.61
H 1.06 -3.21 1.75
H 1.93 -4.59 1.47
H 0.91 -3.95 0.04
H 2.35 -2.00 0.36
C -0.84 2.29 -3.55
O -1.81 3.21 -3.06
H -1.27 1.34 -3.72
H 0.08 1.97 -2.96
H -0.74 2.50 -4.64
H -1.64 3.38 -2.17
C 1.77 -0.05 -0.80
O 1.09 -0.71 0.28
H 2.86 0.33 -0.81
H 1.29 0.85 -0.66
H 1.46 -0.52 -1.84
H 0.19 -0.62 -0.02
C 1.90 1.37 2.76
O 1.63 2.66 3.19
H 0.93 0.96 2.32
H 2.03 0.75 3.58
H 2.66 1.14 2.13
H 2.07 3.35 2.46
C 5.72 -1.29 -0.96
O 5.94 -0.87 -2.31
H 5.89 -0.55 -0.23
H 6.50 -2.01 -0.79
H 4.66 -1.70 -0.95
H 6.12 -1.72 -2.84
C -1.33 -2.19 -2.86
O -0.47 -2.65 -1.89
H -1.13 -2.96 -3.68
H -1.15 -1.35 -3.55
H -2.41 -2.22 -2.50
H -0.70 -3.44 -1.79
C -3.51 -3.44 2.65
O -3.25 -2.52 1.60
C -2.58 -1.40 2.04
C -2.70 -0.37 0.80
N -1.72 0.70 1.05
C -1.95 1.73 0.05
C -1.09 2.91 0.47
O -1.58 4.00 -0.33
C -1.18 5.28 0.17
H -3.90 -3.18 3.54
H -2.52 -4.03 2.96
H -3.90 -4.31 2.20
H -1.48 -1.51 2.42
H -3.02 -0.96 2.86
H -3.63 -0.27 0.45
H -2.32 -0.83 0.00
H -2.14 1.03 1.97
H -3.00 1.90 -0.03
H -1.75 1.37 -0.95
H 0.06 2.71 0.49
H -1.54 3.09 1.54
H -1.54 5.97 -0.44
H -0.09 5.49 0.13
H -1.62 5.67 1.07

Gap between HOMO and LUMO: 10.0925 eV
Total energy: -30935.6633 eV
E_HOMO: -9.6 eV
LUMO energy: 0.019 Eh



Record 7
# C30H51MgOP

A molecular structure, C30H51MgOP (wB97M-V/def2-TZVPD, OMol25).

Atoms and positions in Å:
Mg -1.56 -0.17 -0.83
C -3.60 1.31 -3.22
C -3.45 0.11 -2.32
C -2.98 -1.11 -2.84
C -2.72 -1.25 -4.31
C -2.79 -2.21 -1.98
C -2.21 -3.50 -2.51
C -3.15 -2.12 -0.62
C -3.09 -3.34 0.27
C -3.61 -0.89 -0.09
C -3.95 -0.77 1.38
C -3.79 0.22 -0.95
C -4.44 1.49 -0.43
H -4.59 1.33 -3.69
H -2.86 1.30 -4.03
H -3.47 2.25 -2.68
H -1.70 -0.94 -4.58
H -3.41 -0.63 -4.89
H -2.85 -2.27 -4.64
H -3.00 -4.16 -2.88
H -1.66 -4.04 -1.74
H -1.52 -3.32 -3.34
H -2.11 -3.45 0.76
H -3.26 -4.25 -0.30
H -3.84 -3.29 1.05
H -4.99 -1.05 1.56
H -3.82 0.25 1.75
H -3.33 -1.42 1.99
H -3.73 2.24 -0.07
H -5.11 1.26 0.40
H -5.03 1.96 -1.21
O 0.28 0.03 -0.90
P 1.16 0.28 0.36
C 0.33 1.59 1.33
C 1.27 2.37 2.31
C 1.07 3.88 2.21
C -0.39 4.28 2.36
C -1.32 3.47 1.43
C -0.54 2.55 0.50
C 1.07 -1.19 1.40
C 1.23 -2.51 0.62
C 1.23 -3.67 1.62
C 2.46 -3.60 2.55
C 3.08 -2.20 2.60
C 2.00 -1.12 2.65
C 2.81 0.71 -0.12
C 2.87 2.09 -0.79
C 4.34 2.53 -0.92
C 5.28 1.34 -1.16
C 4.55 0.23 -1.91
C 3.43 -0.37 -1.05
H -0.37 1.01 1.95
H 2.32 2.14 2.14
H 1.06 2.05 3.34
H 1.46 4.25 1.25
H 1.67 4.37 2.98
H -0.50 5.35 2.16
H -0.70 4.13 3.40
H -1.94 4.14 0.83
H -2.01 2.86 2.02
H 0.07 3.11 -0.22
H -1.27 2.00 -0.13
H 0.03 -1.17 1.76
H 2.15 -2.52 0.04
H 0.42 -2.62 -0.10
H 1.21 -4.62 1.08
H 0.31 -3.63 2.20
H 3.21 -4.32 2.23
H 2.16 -3.90 3.56
H 3.72 -2.04 1.73
H 3.72 -2.11 3.47
H 2.46 -0.14 2.75
H 1.39 -1.25 3.55
H 3.38 0.75 0.82
H 2.32 2.84 -0.23
H 2.40 2.02 -1.77
H 4.64 3.08 -0.03
H 4.42 3.24 -1.75
H 5.65 0.95 -0.21
H 6.16 1.67 -1.71
H 5.24 -0.56 -2.21
H 4.14 0.64 -2.84
H 3.82 -1.18 -0.45
H 2.66 -0.79 -1.70

Gap between HOMO and LUMO: 9.5095 eV
Total energy: -48709.4419 eV
Net charge: +2
E_HOMO: -15.5 eV
LUMO energy: -0.221 Eh



Record 8
# C39H34ClGdN3SSi2

A molecular structure, C39H34ClGdN3SSi2 (wB97M-V/def2-TZVPD, OMol25).

Atoms and positions in Å:
C -1.73 -0.35 3.67
C -2.16 -0.14 2.32
C -1.74 -1.26 1.56
H -2.78 0.69 1.97
C -1.05 -2.16 2.42
C -1.04 -1.59 3.73
H -0.67 -2.08 4.63
H -1.98 0.27 4.54
H -1.99 -1.44 0.51
H -0.64 -3.13 2.12
Gd 0.42 -0.08 2.22
Si 2.30 2.25 -1.80
C 0.65 3.06 -1.52
C 0.58 4.43 -1.87
H 1.50 4.97 -2.08
C -0.66 5.06 -1.98
H -0.72 6.10 -2.31
C -1.83 4.36 -1.69
H -2.80 4.84 -1.78
C -1.77 3.03 -1.26
H -2.68 2.49 -1.00
C -0.54 2.38 -1.18
H -0.49 1.34 -0.87
C -0.83 -1.62 -1.90
C -2.22 -1.65 -2.13
H -2.71 -0.76 -2.50
C -2.91 -2.86 -1.95
H -3.96 -2.93 -2.23
C -2.27 -3.98 -1.40
H -2.81 -4.93 -1.28
C -0.94 -3.86 -0.96
H -0.44 -4.72 -0.50
C -0.24 -2.67 -1.16
H 0.79 -2.58 -0.80
H 2.45 0.95 -1.03
Si 0.39 -0.61 -2.86
C 0.79 -1.87 -4.23
C 0.10 -1.89 -5.46
H -0.43 -1.00 -5.82
C 0.06 -3.05 -6.23
H -0.53 -3.07 -7.15
C 0.77 -4.19 -5.84
H 0.71 -5.11 -6.43
C 1.59 -4.12 -4.70
H 2.19 -4.99 -4.43
C 1.63 -2.96 -3.92
H 2.28 -2.92 -3.05
C -0.19 0.85 -3.98
C -1.52 1.18 -4.27
H -2.33 0.52 -3.94
C -1.82 2.36 -4.97
H -2.86 2.63 -5.15
C -0.79 3.18 -5.42
H -1.02 4.11 -5.94
C 0.54 2.82 -5.22
H 1.34 3.47 -5.59
C 0.84 1.64 -4.53
H 1.89 1.34 -4.40
H 3.16 3.19 -1.16
Cl 0.76 2.36 1.86
N 2.26 0.02 6.41
C 1.41 1.05 6.81
C 1.15 1.55 8.07
C 0.07 2.45 8.18
C -0.70 2.81 7.06
C -0.41 2.28 5.79
C 0.64 1.36 5.68
N 1.02 0.52 4.64
C 2.01 -0.28 5.11
C 2.59 -1.37 4.36
C 3.48 -2.34 4.78
S 3.70 -3.54 3.54
C 2.60 -2.67 2.49
N 2.12 -1.54 3.05
H 2.95 -0.45 6.99
H 1.77 1.25 8.92
H -0.17 2.87 9.16
H -1.52 3.51 7.16
H -0.96 2.54 4.87
H 3.95 -2.34 5.76
H 2.33 -2.99 1.48

Gap between HOMO and LUMO (alpha / beta): 5.0905 / 6.9515 eV
Total energy: -105403.2165 eV
Net charge: +1
E_HOMO (alpha / beta): -9.3 / -10.5 eV
LUMO energy (alpha / beta): -0.153 / -0.129 Eh
Spin multiplicity: 8



Record 9
# C6H25NO7

7 unconnected molecules or ions with the total composition C6H25NO7 (wB97M-V/def2-TZVPD, OMol25).

Atoms and positions in Å:
N 0.29 0.27 -0.09
H 1.38 0.22 -0.04
H -0.12 1.03 0.46
H -0.04 -0.70 0.14
H 0.21 0.35 -1.11
O 2.95 0.17 0.01
H 3.45 0.92 0.37
O 0.90 -1.86 -2.34
C 0.70 -3.05 -1.63
C -0.35 -3.02 -0.47
O -0.07 -2.34 0.71
H 1.63 -3.29 -1.08
H 0.48 -3.86 -2.35
H -0.66 -4.07 -0.28
H -1.31 -2.67 -0.93
C -3.27 -0.63 -0.53
O -2.82 -0.69 0.80
H -4.03 0.15 -0.64
H -2.44 -0.32 -1.18
H -3.64 -1.56 -0.97
H -2.14 -1.38 0.81
C 0.56 3.37 0.89
O -0.43 2.49 1.39
H 0.45 4.42 1.19
H 1.54 3.09 1.28
H 0.64 3.31 -0.19
H -0.48 2.63 2.34
C -0.45 -0.31 3.84
O 0.50 -0.84 2.95
H -0.80 0.67 3.50
H -1.28 -0.95 4.16
H 0.02 -0.16 4.83
H -0.04 -1.26 2.23
C 1.62 2.03 -2.97
O 0.65 0.98 -2.83
H 2.52 1.64 -2.49
H 1.69 2.17 -4.06
H 1.28 2.90 -2.42
H 0.93 0.16 -3.28

Gap between HOMO and LUMO: 3.9529 eV
Total energy: -22444.2479 eV
Net charge: -2
E_HOMO: 1.0 eV
LUMO energy: 0.182 Eh



Record 10
# C3HAgF4O2

A molecular structure, C3HAgF4O2 (wB97M-V/def2-TZVPD, OMol25).

Atoms and positions in Å:
O 2.00 -1.04 1.28
C 1.75 -0.35 0.33
O 2.58 -0.25 -0.67
C 0.42 0.40 0.15
F 0.16 1.13 1.26
F 0.49 1.25 -0.89
C -0.79 -0.57 0.01
F -0.46 -1.68 -0.62
F -1.73 0.09 -0.85
H -1.30 -0.74 0.95
Ag -3.13 1.76 -0.94

Gap between HOMO and LUMO (alpha / beta): 8.5551 / 8.0184 eV
Total energy: -22080.1736 eV
Net charge: +1
E_HOMO (alpha / beta): -15.3 / -14.9 eV
LUMO energy (alpha / beta): -0.249 / -0.254 Eh
Spin multiplicity: 2



Record 11
# C4H12O

2 unconnected molecules or ions with the total composition C4H12O (wB97M-V/def2-TZVPD, OMol25).

Atoms and positions in Å:
C -1.44 -0.88 -0.24
C -2.40 -0.69 0.94
O -0.22 -1.43 0.11
H -1.86 -1.67 -1.04
H -1.50 0.13 -0.74
H -1.63 -0.73 1.83
H -0.16 -1.04 1.10
H -3.07 -1.54 1.05
H -3.00 0.17 1.05
C 1.70 1.67 -0.74
C 2.17 0.38 -0.26
H 2.13 2.06 -1.70
H 0.66 1.71 -1.08
H 1.94 2.40 0.07
H 2.18 -0.45 -1.03
H 3.10 0.16 0.35
H 1.40 -0.25 0.31

Gap between HOMO and LUMO: 10.8226 eV
Total energy: -6387.8543 eV
E_HOMO: -9.9 eV
LUMO energy: 0.036 Eh



Record 12
# CH6N2O2S

A single CH6N2O2S molecule (wB97M-V/def2-TZVPD, OMol25).

Atoms and positions in Å:
C 0.68 0.80 0.66
N 0.90 0.45 -0.73
N -1.62 -1.01 -0.59
O -3.10 0.75 0.71
O -0.65 0.67 1.03
S -1.85 0.69 -0.05
H 1.15 1.23 -1.33
H 1.38 0.13 1.28
H 1.16 1.87 0.70
H 0.08 0.00 -0.97
H -1.50 -0.99 -1.55
H -2.45 -1.57 -0.28

Gap between HOMO and LUMO: 10.1038 eV
Total energy: -19042.6542 eV
E_HOMO: -9.4 eV
LUMO energy: 0.024 Eh



Record 13
# C4H5NO2S

A single C4H5NO2S molecule (wB97M-V/def2-TZVPD, OMol25).

Atoms and positions in Å:
C 1.20 0.69 -0.57
C 1.29 -0.57 -0.22
C 0.04 1.48 -0.27
C 0.14 -1.19 0.39
N -1.11 0.95 -0.07
O -2.12 1.31 0.47
O -2.48 -1.35 0.30
S -1.44 -0.97 -0.59
H 2.04 1.33 -0.77
H 2.20 -1.11 -0.19
H 0.27 2.59 -0.21
H 0.25 -2.27 0.40
H -0.28 -0.89 1.34

Gap between HOMO and LUMO (alpha / beta): 8.4832 / 8.4834 eV
Total energy: -20644.7549 eV
E_HOMO (alpha / beta): -8.5 / -8.5 eV
LUMO energy (alpha / beta): -0.001 / -0.002 Eh